Entry 1:
93
Properties=species:S:1:pos:R:3:forces:R:3 method="wB97M-V/def2-TZVPD" molar_mass_g_mol=1197.80 homo_lumo_gap_ha="0.20404 / 0.21271" multiplicity=2 total_charge=-1 s_squared=1.237 e_tot_ev=-378537.921
Tc -0.3592 1.1752 0.5320 0.07 1.47 -0.69
Se -1.2663 2.2008 2.5819 0.19 0.02 0.25
Se -3.2296 3.3361 2.0390 -0.15 0.04 -0.23
Te -2.3428 4.6571 0.0406 0.08 -0.10 0.16
Se -0.2213 3.3648 -0.4919 -0.05 -0.51 -0.08
C -2.5873 -3.8347 4.8812 0.07 -0.03 0.01
C -1.1427 -4.2144 4.6938 -0.06 0.01 0.09
C -0.5592 -5.2376 5.4289 0.00 -0.05 -0.03
C 0.7676 -5.6033 5.2440 0.01 0.01 -0.03
C 1.5230 -4.9541 4.2794 -0.05 0.02 -0.01
C 0.9605 -3.9330 3.5277 -0.01 -0.01 -0.04
C -0.3575 -3.5392 3.7508 0.04 0.06 -0.08
N -0.9684 -2.5174 3.0052 0.06 -0.08 0.16
C -0.3808 -1.4058 2.4198 -0.04 -0.02 0.01
N 0.6827 -0.9392 3.0994 0.15 -0.03 0.03
C 1.6335 0.0667 2.7791 0.04 -0.01 0.05
C 1.3367 1.0850 1.8806 -0.27 -0.60 0.07
C 2.3383 2.0498 1.6967 -0.02 0.08 -0.05
C 3.5645 1.9743 2.3388 -0.05 -0.02 0.03
C 3.8169 0.9407 3.2282 -0.02 0.02 0.01
C 2.8509 -0.0222 3.4746 0.04 0.00 0.05
C 3.1190 -1.1117 4.4859 -0.03 0.06 -0.07
N -0.8975 -0.8702 1.3533 -0.17 -0.07 -0.07
C -2.0260 -1.6148 0.8460 0.07 -0.11 0.11
C -1.7818 -2.5863 -0.1145 -0.02 -0.07 -0.10
C -2.8012 -3.3879 -0.6049 0.05 0.05 0.01
C -4.0875 -3.2436 -0.1079 0.01 0.00 0.01
C -4.3256 -2.3049 0.8822 0.03 0.04 0.02
C -3.3166 -1.4770 1.3782 -0.02 0.00 0.00
C -3.6544 -0.5133 2.4826 -0.01 -0.01 0.01
H -3.0345 -4.4179 5.6848 -0.01 0.01 0.00
H -3.1700 -4.0207 3.9727 -0.01 0.01 0.03
H -2.6907 -2.7739 5.1213 0.00 -0.01 -0.02
H -1.1625 -5.7644 6.1600 0.00 0.03 0.01
H 1.2013 -6.3985 5.8372 -0.02 0.01 -0.02
H 2.5447 -5.2562 4.0862 0.00 0.03 0.03
H 1.5308 -3.4507 2.7432 0.00 -0.01 0.03
H -1.9319 -2.6638 2.7514 0.04 -0.05 -0.05
H 0.8783 -1.4499 3.9429 -0.02 0.00 0.03
H 2.1532 2.8841 1.0362 0.02 -0.03 -0.06
H 4.3173 2.7319 2.1540 -0.02 -0.01 0.01
H 4.7682 0.8820 3.7475 -0.03 0.00 -0.01
H 4.1147 -0.9868 4.9102 -0.01 -0.01 0.00
H 3.0687 -2.1107 4.0465 -0.01 0.01 0.01
H 2.4075 -1.0826 5.3204 0.03 -0.02 -0.02
H -0.7710 -2.7015 -0.4756 0.04 0.01 -0.01
H -2.5863 -4.1271 -1.3656 0.03 -0.03 -0.02
H -4.8938 -3.8711 -0.4696 0.02 0.03 0.00
H -5.3213 -2.2059 1.3033 0.03 0.01 -0.03
H -4.0416 0.4231 2.0742 0.02 0.01 0.03
H -2.7890 -0.2439 3.0833 0.04 0.01 0.00
H -4.4206 -0.9429 3.1341 0.02 0.03 -0.05
O 2.0754 2.2036 -1.5162 -0.10 0.14 -0.03
C 1.8992 0.9936 -1.5442 0.19 -0.49 0.01
O 0.9904 0.3057 -0.9484 -0.18 0.40 0.30
C 2.8784 0.1578 -2.3559 0.02 0.06 0.12
C 3.6617 0.7673 -3.3266 0.03 -0.06 -0.05
C 4.5981 0.0322 -4.0471 -0.08 0.04 0.03
C 4.7576 -1.3216 -3.8015 0.14 -0.01 -0.14
C 3.9656 -1.9101 -2.8335 -0.03 -0.08 0.11
C 3.0381 -1.1953 -2.1012 -0.02 -0.16 0.08
N 4.1106 -3.3591 -2.5790 -0.07 0.18 -0.02
O 3.3631 -3.8726 -1.7700 0.03 0.00 0.01
O 4.9611 -3.9668 -3.2032 0.02 0.02 -0.02
H 3.5229 1.8262 -3.4996 0.03 0.02 0.02
H 5.2097 0.5166 -4.7978 -0.02 -0.01 0.00
H 5.4818 -1.9196 -4.3361 -0.04 0.02 -0.01
H 2.4538 -1.6822 -1.3366 -0.08 0.03 0.00
C -1.4975 -5.6364 -5.3668 0.01 -0.09 -0.07
Ge -0.2821 -4.3969 -4.4546 -0.06 -0.18 0.06
C 1.3209 -4.1325 -5.5375 0.06 0.02 -0.04
C 0.2506 -5.1919 -2.7505 0.06 0.09 0.01
C -1.2084 -2.6969 -4.2113 -0.03 0.14 0.10
Se -0.1938 -1.5298 -3.0105 -0.09 -0.05 -0.34
C -0.6391 0.1438 -3.8949 0.02 0.02 0.10
H -0.9693 -6.5623 -5.6085 -0.06 0.03 0.00
H -1.8764 -5.2057 -6.2959 0.00 -0.02 0.03
H -2.3477 -5.8845 -4.7279 0.02 0.02 -0.03
H 1.5624 -5.0465 -6.0845 0.01 0.04 0.03
H 2.1645 -3.8873 -4.8908 0.00 0.04 -0.06
H 1.1857 -3.3221 -6.2558 0.02 -0.02 0.03
H 0.9093 -6.0410 -2.9461 -0.02 0.02 0.05
H -0.6018 -5.5408 -2.1677 -0.04 0.01 -0.01
H 0.8109 -4.4659 -2.1573 0.00 -0.06 0.00
H -2.2126 -2.8320 -3.8058 -0.01 -0.01 -0.06
H -1.2903 -2.2102 -5.1857 0.02 -0.01 0.03
H -0.1859 0.1711 -4.8839 -0.01 0.01 0.00
H -0.2489 0.9550 -3.2825 -0.02 0.00 0.03
H -1.7205 0.2366 -3.9639 -0.01 0.02 0.02
C -2.2984 0.9285 -0.4750 0.10 -0.53 0.10
H -2.4533 1.7201 -1.2046 0.07 0.16 0.08
H -3.1594 0.9105 0.1903 0.06 0.03 0.06
H -2.2484 -0.0212 -1.0195 -0.03 0.04 -0.02

---

Entry 2:
97
Properties=species:S:1:pos:R:3:forces:R:3 method="wB97M-V/def2-TZVPD" molar_mass_g_mol=905.29 homo_lumo_gap_ha=0.10672 multiplicity=1 total_charge=-2 e_tot_ev=-144744.246
Rb 0.3017 -1.3245 1.0933 0.05 1.49 0.72
C -2.1202 5.3011 2.3798 -0.12 0.34 0.40
N -1.6868 4.2086 1.5632 0.20 -0.59 -0.27
C -1.5493 4.1979 0.2011 -0.05 0.07 0.01
C -1.1428 2.9354 -0.1340 -0.12 0.30 -0.25
N -1.0290 2.1756 0.9739 -0.08 -0.29 0.43
C -1.3539 2.9433 1.9893 -0.05 0.19 -0.21
P -1.3204 2.5012 3.7435 0.28 -0.71 -0.04
C -2.2030 0.9024 3.6428 -0.11 0.43 0.08
N -1.9355 -0.0968 2.8408 0.42 0.16 -0.21
C -2.8908 -1.0274 3.0431 -0.39 -0.10 0.24
C -3.7708 -0.5862 3.9921 -0.17 -0.17 0.04
N -3.3336 0.6510 4.3758 0.28 -0.27 -0.32
C -3.8965 1.4846 5.3969 -0.12 0.36 0.28
C 0.3746 1.8343 3.8252 -0.06 0.33 0.05
N 0.9002 0.9575 3.0062 -0.47 -0.10 -0.07
C 2.2043 0.8443 3.3342 0.32 0.08 0.21
C 2.4862 1.6762 4.3839 0.14 -0.04 0.07
N 1.3175 2.3162 4.6969 -0.06 -0.35 -0.34
C 1.1021 3.2621 5.7512 -0.17 0.35 0.24
H -2.3597 6.1564 1.7479 0.04 -0.08 0.01
H -1.3396 5.5908 3.0905 -0.10 0.04 -0.10
H -3.0116 5.0230 2.9513 0.08 0.10 -0.07
H -1.7414 5.0699 -0.3927 -0.02 0.16 -0.08
H -0.9187 2.5403 -1.1062 0.15 -0.05 -0.25
H -2.8880 -1.9530 2.5041 -0.07 -0.29 -0.07
H -4.6482 -1.0333 4.4173 -0.12 -0.07 0.09
H -4.7505 0.9808 5.8503 0.07 0.01 -0.06
H -4.2272 2.4388 4.9775 -0.02 -0.07 0.09
H -3.1522 1.6911 6.1713 -0.14 -0.01 -0.03
H 2.8519 0.1866 2.7864 0.26 -0.14 -0.15
H 3.3936 1.8698 4.9230 0.13 0.04 0.06
H 2.0108 3.3653 6.3444 -0.05 -0.04 -0.08
H 0.2884 2.9284 6.4018 0.12 0.06 0.00
H 0.8306 4.2409 5.3440 0.07 -0.05 0.10
O -2.4337 -4.8912 1.8809 -0.38 -0.11 -0.01
C -1.8232 -4.0786 1.1651 -0.13 -0.36 0.00
O -0.6504 -3.6911 1.2630 0.17 -0.23 -0.09
C -2.6764 -3.4590 0.0312 0.38 0.50 0.18
C -3.8075 -4.1625 -0.4284 -0.71 -0.09 -0.58
C -4.6365 -3.5857 -1.3576 0.38 -0.30 0.41
C -4.3695 -2.2676 -1.7857 0.33 0.16 0.15
C -5.2073 -1.5471 -2.6563 -0.03 0.30 -0.16
C -4.9140 -0.2449 -2.9909 -0.43 -0.51 -0.03
C -3.7810 0.3774 -2.4607 0.48 0.05 0.32
C -2.9332 -0.3025 -1.6198 -0.25 0.34 -0.03
C -3.2051 -1.6371 -1.2573 -0.65 0.10 -0.45
N -2.3693 -2.2509 -0.3958 0.28 -0.63 0.60
H -3.9910 -5.1476 -0.0216 0.03 0.04 0.02
H -5.5027 -4.1059 -1.7540 0.00 -0.03 0.05
H -6.1009 -2.0334 -3.0313 0.00 0.01 -0.08
H -5.5692 0.3002 -3.6593 0.00 0.02 0.00
H -3.5670 1.4062 -2.7112 0.10 0.02 -0.06
H -2.0667 0.1758 -1.1818 0.06 0.02 -0.07
N 1.6638 -2.5718 -1.1202 0.02 -0.01 0.59
N 3.0823 -2.7611 -1.1208 -0.25 -0.19 -0.02
C 3.8298 -2.4805 0.1081 -0.22 -0.12 -0.59
O 4.9695 -2.9550 0.1230 0.56 -0.39 -0.04
O 3.2443 -1.7713 0.9384 -0.68 0.36 0.65
H 1.2323 -3.0410 -0.3087 0.47 -0.21 -0.59
H 1.5113 -1.5752 -0.9413 0.55 -0.27 -0.63
H 3.3084 -3.6862 -1.4798 -0.06 0.35 0.07
C 2.6833 -0.7500 -3.9289 0.57 0.40 -0.01
N 1.4636 -1.5096 -3.9709 -0.57 -0.29 0.43
C 0.2265 -1.0167 -3.7324 -0.21 0.38 -0.53
Se -0.3023 0.6920 -3.9530 -0.25 0.88 0.07
N -0.6260 -2.0575 -3.5503 0.20 -0.10 0.40
C 0.0652 -3.2364 -3.6650 0.45 -0.55 -0.28
C -0.3370 -4.5593 -3.6185 0.11 0.30 -0.04
C 0.6256 -5.5175 -3.9054 -0.14 -0.13 0.13
C 1.9385 -5.1681 -4.1914 0.09 -0.12 -0.11
C 2.3547 -3.8469 -4.2112 -0.22 0.25 0.11
C 1.3971 -2.8817 -3.9472 -0.20 -0.73 -0.19
H 2.4433 0.2976 -3.7520 -0.05 -0.07 0.07
H 3.2380 -0.8444 -4.8672 -0.07 -0.06 0.00
H 3.2870 -1.1076 -3.0912 -0.02 -0.01 -0.05
H -1.5631 -1.9393 -3.1906 0.15 0.12 -0.22
H -1.3516 -4.8241 -3.3622 -0.11 -0.06 -0.01
H 0.3488 -6.5613 -3.8975 -0.03 -0.11 0.04
H 2.6506 -5.9464 -4.4230 0.09 -0.09 0.05
H 3.3804 -3.5852 -4.4070 0.16 0.10 -0.02
C 4.9103 3.0366 0.5490 -0.17 -0.05 -0.38
Si 3.7859 2.4855 -0.9380 -0.86 -0.65 0.07
C 5.0359 1.6152 -2.1080 -0.13 0.37 0.30
C 3.2791 4.1680 -1.7244 0.17 -0.34 0.13
C 2.3521 1.4114 -0.6590 0.87 0.74 -0.46
H 5.7631 3.6423 0.2445 0.24 0.17 -0.15
H 5.2956 2.1542 1.0508 0.06 -0.26 0.12
H 4.3451 3.6079 1.2825 -0.22 0.08 0.12
H 6.0216 2.0758 -2.1040 0.26 0.15 0.01
H 4.6846 1.5900 -3.1360 -0.18 0.02 -0.19
H 5.1543 0.5891 -1.7752 -0.01 -0.29 0.11
H 4.1332 4.7687 -2.0283 0.28 0.12 -0.02
H 2.7047 4.7558 -1.0141 -0.16 0.13 0.24
H 2.6539 4.0137 -2.5970 -0.16 -0.14 -0.22
H 1.3897 1.7911 -0.3525 -0.22 0.21 0.16
H 2.5366 0.3890 -0.3609 0.17 -0.30 0.21